Record 1
{
  "formula": "C4H9N2O9P2Zr",
  "method": "the ωB97M-V functional and the def2-TZVPD basis",
  "species": ["Zr", "C", "C", "N", "O", "C", "C", "N", "O", "H", "H", "H", "H", "H", "H", "H", "O", "P", "O", "O", "O", "P", "O", "O", "O", "H", "H"],
  "xyz": [[-0.28119, 1.35325, -0.05486], [0.84942, -3.16928, -1.28814], [0.38446, -1.80588, -0.90384], [1.08203, -0.83444, -0.43113], [2.41646, -0.95139, -0.25682], [-1.05803, -1.42427, -0.98261], [-2.19652, -2.31770, -0.67008], [-1.14499, -0.16621, -1.20852], [-2.12785, 0.65798, -0.75947], [1.92357, -3.24272, -1.45050], [0.36140, -3.47012, -2.21504], [0.58085, -3.89396, -0.51703], [2.71836, -1.82425, -0.55902], [-1.88173, -3.34451, -0.50918], [-2.93170, -2.28000, -1.47452], [-2.69290, -1.94351, 0.23053], [2.14520, 1.31720, 1.59283], [0.99295, 2.03136, 2.43771], [1.22347, 2.35657, 3.82255], [-0.19014, 1.11833, 1.95444], [0.71178, 3.35081, 1.48339], [0.69870, 3.96897, -0.03931], [-1.92324, 3.27447, 0.77384], [1.06808, 2.70957, -0.90900], [-1.04939, 3.40456, -0.35615], [3.06848, 1.44995, 1.84141], [-2.74755, 3.67521, 0.44850]],
  "atomic_forces_ev_per_a": [[-0.304, -0.265, -0.358], [0.001, 0.001, 0.009], [0.072, -0.045, -0.035], [-0.090, 0.104, 0.052], [0.042, -0.013, -0.006], [0.063, 0.022, -0.181], [-0.020, 0.028, -0.009], [0.101, 0.269, 0.556], [-0.036, -0.003, -0.048], [0.004, 0.021, -0.019], [-0.006, -0.015, 0.012], [0.001, 0.007, 0.015], [-0.034, 0.026, 0.013], [0.004, -0.002, -0.009], [-0.005, -0.007, 0.002], [-0.006, 0.008, -0.012], [0.148, -0.049, 0.059], [-0.062, 0.026, -0.291], [-0.004, 0.005, 0.044], [0.053, 0.103, -0.488], [0.100, 0.150, 0.150], [0.062, -0.153, 0.025], [-0.021, 0.212, 0.158], [0.033, -0.247, 0.188], [-0.103, -0.212, 0.129], [-0.041, 0.126, 0.087], [0.050, -0.097, -0.043]],
  "e_lumo_ev": -4.8,
  "spin_multiplicity": 1,
  "e_homo_ev": -13.82,
  "charge": 1,
  "orbital_gap_ev": 9.021
}

---

Record 2
{
  "formula": "C4H9N2OP",
  "method": "the ωB97M-V functional and the def2-TZVPD basis",
  "species": ["C", "C", "C", "C", "N", "N", "O", "P", "H", "H", "H", "H", "H", "H", "H", "H", "H"],
  "xyz": [[1.63475, -1.64320, 2.33741], [-1.45979, -0.13974, 0.59591], [-0.21921, 1.79711, 0.77420], [-0.06138, -0.77786, -2.41150], [0.80252, -2.24648, 2.85365], [-0.57760, 0.57586, 0.08505], [1.65918, 0.90122, -1.28525], [0.84059, -0.26845, -0.95357], [2.52426, -1.19637, 1.88977], [-1.92734, 0.25370, 1.54401], [-1.98067, -0.98458, 0.01916], [-0.66431, 1.68665, 1.77682], [0.80400, 2.08436, 0.68975], [-0.81860, 2.65286, 0.32617], [-1.12142, -0.71281, -2.19244], [0.17722, -0.26020, -3.36123], [0.38780, -1.72206, -2.68793]],
  "atomic_forces_ev_per_a": [[0.563, -0.328, 0.003], [-3.500, -0.508, 0.594], [-2.322, 1.366, 0.153], [0.035, 0.435, -1.565], [0.216, 0.540, -0.303], [0.798, 0.032, -0.694], [1.426, 1.814, -0.445], [0.991, -1.260, 0.684], [-0.845, -0.166, 0.229], [0.224, -0.920, -0.889], [1.372, 0.935, 1.103], [0.907, 0.402, 0.026], [0.746, -0.314, 0.121], [0.732, -1.059, 0.150], [-0.304, -0.746, -0.412], [-0.288, 0.758, 0.787], [-0.750, -0.981, 0.457]],
  "e_lumo_ev": [-0.2, -0.2],
  "spin_multiplicity": 1,
  "e_homo_ev": [-7.57, -7.57],
  "orbital_gap_ev": [7.370, 7.371]
}

---

Calculated values (kcal per mole) of energy above the lowest of the compared OMol25 structures with the same formula, charge and spin for the records, taken in order: 114.10; 43.25.
Calculated values (eV) of energy for the records, taken in order: -45555.8384; -18607.8912.